C26H15CrF3N4S3 | ωB97M-V/def2-TZVPD

XYZ file:
```
52
Properties=species:S:1:pos:R:3:forces:R:3
Cr 0.70832 -0.03283 0.32532 -0.76 -0.13 -0.31
F 4.84512 -1.95623 3.16862 -0.23 -0.08 -0.12
C 4.73272 -0.63333 3.36882 0.67 -0.15 0.05
F 5.48502 -0.03283 2.43082 -0.15 0.07 -0.16
F 5.37002 -0.39663 4.53682 -0.16 0.16 0.31
C 3.32122 -0.14643 3.39062 -0.12 0.19 0.49
C 2.78892 0.43597 4.53602 -0.01 -0.24 -0.65
C 1.46882 0.86687 4.50972 0.02 -0.06 0.02
C 0.74282 0.73147 3.33982 -0.17 0.11 0.05
N 1.25032 0.20157 2.22812 0.90 0.36 1.79
C 2.52162 -0.27643 2.24572 -0.21 0.02 -0.06
S 2.93792 -1.00843 0.76012 -0.13 -0.15 -0.60
H 3.39442 0.53697 5.42512 0.01 0.00 0.01
H 1.01462 1.29687 5.38732 -0.10 0.05 0.02
H -0.28838 1.05637 3.28592 -0.01 0.06 -0.13
S -0.79508 -1.68983 0.93542 0.28 0.03 0.00
C -2.27048 -0.79973 1.21382 0.05 0.26 -0.10
C -3.38248 -1.50603 1.65192 -0.28 0.16 0.03
C -4.61258 -0.88323 1.84142 0.84 0.84 -0.42
C -5.72388 -1.63223 2.26292 -0.74 -0.62 0.32
N -6.61118 -2.27583 2.61082 -0.09 -0.02 0.03
C -4.72868 0.50177 1.58662 0.94 -0.69 -0.04
C -3.61328 1.21787 1.17612 -0.05 -0.24 0.02
C -2.38228 0.59217 0.98142 -0.10 -0.24 0.15
S -1.05578 1.56397 0.45262 0.44 0.11 -0.04
C -5.95608 1.17327 1.72422 -0.76 0.40 0.10
N -6.94278 1.75447 1.81182 -0.23 0.11 0.05
H -3.28348 -2.56453 1.83272 -0.06 -0.14 0.04
H -3.68808 2.28087 0.98982 -0.07 -0.01 -0.01
C -1.02538 -3.03643 -4.02878 -0.09 -0.09 -0.13
C -1.83168 -2.32663 -3.15368 -0.07 -0.08 -0.14
C -1.29848 -1.34253 -2.34468 0.17 0.14 -0.05
C 0.06722 -1.05723 -2.39798 -0.31 -0.46 -0.37
C 0.87412 -1.77973 -3.28468 -0.09 0.04 0.31
C 0.33172 -2.76153 -4.09048 0.07 -0.01 -0.11
N 0.61722 -0.05763 -1.60168 0.27 -0.43 -0.16
C 1.20872 0.99447 -2.21448 0.06 0.58 -0.11
C 1.08642 1.27247 -3.59038 -0.05 -0.10 0.06
C 1.64262 2.40907 -4.12968 0.07 0.12 0.02
C 2.32292 3.31957 -3.33448 0.12 0.21 0.03
C 2.44102 3.07137 -1.97378 0.07 0.14 0.03
C 1.90752 1.92867 -1.42018 -0.17 -0.35 0.08
H -1.45748 -3.78373 -4.67858 -0.03 -0.11 -0.02
H -2.89388 -2.52053 -3.12268 -0.11 -0.06 0.03
H -1.94448 -0.76873 -1.69348 0.09 0.04 0.07
H 1.93082 -1.54613 -3.31848 0.03 -0.02 -0.03
H 0.97012 -3.30303 -4.77878 -0.02 -0.03 0.01
H 0.52732 0.59397 -4.21718 0.00 0.00 -0.03
H 1.53072 2.59967 -5.18798 -0.01 0.02 -0.10
H 2.74822 4.21597 -3.76208 0.04 0.05 -0.03
H 2.95982 3.77797 -1.34208 0.07 0.06 0.07
H 2.03762 1.72457 -0.34448 0.13 0.22 -0.26
```
Positions in Å, forces in eV/Å.

* multiplicity: 4
* M: 588.6 g mol⁻¹
* electronic energy: -102250.726 eV
* HOMO (alpha / beta): -4.56 / -4.68 eV
* LUMO energy (alpha / beta): 1.737 / 1.869 eV
* total charge: -1
* frontier orbital gap (alpha / beta): 6.30 / 6.55 eV